Entry 1:
Density functional theory data (ωB97M-V/def2-TZVPD) for a cluster of 3 separate species, C32H45F8NO6S in total in a non-equilibrium geometry.

Cartesian coordinates (Å):
1 C -9.423 -4.951 2.475
2 C -8.212 -5.428 1.550
3 C -7.763 -4.175 0.698
4 C -6.680 -4.534 -0.407
5 O -5.908 -3.389 -0.850
6 C -6.714 -2.245 -1.016
7 C -7.862 -2.254 -1.933
8 C -8.668 -1.048 -2.041
9 C -8.318 0.164 -1.274
10 C -7.178 0.137 -0.381
11 C -6.341 -1.074 -0.224
12 N -5.216 -1.114 0.667
13 C -4.315 -0.001 0.500
14 C -2.886 -0.308 0.356
15 C -1.972 0.840 0.199
16 C -0.434 0.556 -0.008
17 C -0.231 0.483 -1.590
18 C 1.285 0.490 -2.027
19 C 2.028 -0.878 -1.892
20 F 2.906 -0.961 -2.987
21 F 2.834 -0.962 -0.766
22 C 1.125 -2.163 -1.981
23 F 0.356 -2.202 -3.116
24 F 0.388 -2.408 -0.856
25 F 1.982 -3.248 -2.100
26 C -2.465 2.226 0.196
27 C -1.530 3.481 0.021
28 C -1.530 3.865 -1.520
29 C -2.337 5.153 -1.880
30 F -2.244 6.138 -0.937
31 F -1.774 5.665 -3.056
32 F -3.646 4.886 -2.219
33 C -3.899 2.524 0.343
34 O -4.425 3.803 0.331
35 C -4.806 1.389 0.472
36 S -6.623 1.568 0.616
37 H -9.639 -3.859 2.307
38 H -10.351 -5.515 2.171
39 H -9.244 -5.160 3.561
40 H -7.314 -5.733 2.158
41 H -8.578 -6.259 0.886
42 H -7.420 -3.347 1.375
43 H -8.682 -3.811 0.158
44 H -5.938 -5.291 -0.028
45 H -7.193 -4.986 -1.305
46 H -8.060 -3.197 -2.501
47 H -9.544 -1.077 -2.724
48 H -8.937 1.083 -1.390
49 H -4.726 -2.006 0.620
50 H -2.462 -1.335 0.358
51 H 0.205 1.354 0.457
52 H -0.191 -0.409 0.502
53 H -0.852 -0.331 -2.039
54 H -0.671 1.448 -1.973
55 H 1.811 1.213 -1.336
56 H 1.337 0.940 -3.049
57 H -1.858 4.325 0.689
58 H -0.470 3.240 0.306
59 H -0.489 3.959 -1.931
60 H -2.009 3.017 -2.087
61 H -4.978 3.944 1.117
62 C 6.555 2.170 1.163
63 O 5.871 2.768 2.258
64 C 5.034 3.847 1.865
65 C 3.593 3.409 1.630
66 O 3.479 2.468 0.569
67 C 3.499 1.118 1.020
68 H 6.849 1.163 1.457
69 H 5.932 2.100 0.269
70 H 7.454 2.748 0.928
71 H 5.445 4.345 0.980
72 H 5.043 4.572 2.685
73 H 3.010 4.289 1.339
74 H 3.150 3.005 2.547
75 H 2.494 0.829 1.345
76 H 4.200 0.957 1.840
77 H 3.798 0.494 0.188
78 C 8.568 -1.052 -0.578
79 O 8.767 -0.116 0.474
80 C 9.218 -0.727 1.677
81 C 10.736 -0.700 1.810
82 O 11.384 -1.434 0.779
83 C 11.768 -0.621 -0.321
84 H 8.606 -0.508 -1.523
85 H 9.334 -1.829 -0.595
86 H 7.584 -1.520 -0.476
87 H 8.832 -1.749 1.753
88 H 8.791 -0.150 2.504
89 H 11.006 -1.177 2.757
90 H 11.111 0.329 1.839
91 H 12.726 -0.140 -0.102
92 H 11.029 0.145 -0.557
93 H 11.884 -1.268 -1.191

Calculated values
* ΔE to the lowest compared entry with this formula, charge and spin: 360.00 kJ/mol
* HOMO level: -7.9 eV
* SMILES: CCCCOc1cccc2c1Nc1cc(CCCC(F)(F)C(F)(F)F)c(CCC(F)(F)F)c(O)c1S2.COCCOC.COCCOC
* LUMO: 0.5012 eV


Entry 2:
Density functional theory data (ωB97M-V/def2-TZVPD) for a structure of composition C32H46AsIN6O2RbS in a non-equilibrium geometry.

Cartesian coordinates (Å):
1 Rb 0.235 1.263 -0.408
2 N 2.062 -0.259 4.327
3 C 2.182 0.016 2.969
4 S 2.320 1.674 2.524
5 N 2.196 -1.057 2.220
6 N 2.275 -0.761 0.867
7 C 2.948 -1.605 0.188
8 C 3.646 -2.777 0.796
9 C 3.079 -4.045 0.761
10 C 3.736 -5.130 1.326
11 C 4.972 -4.953 1.932
12 C 5.544 -3.688 1.971
13 C 4.885 -2.607 1.406
14 C 3.089 -1.388 -1.286
15 C 3.675 -2.367 -2.083
16 C 3.759 -2.161 -3.453
17 C 3.276 -0.980 -3.980
18 C 2.721 -0.052 -3.107
19 N 2.624 -0.239 -1.796
20 H 2.403 0.476 4.923
21 H 2.325 -1.200 4.577
22 H 2.109 -4.178 0.296
23 H 3.279 -6.111 1.297
24 H 5.486 -5.798 2.374
25 H 6.505 -3.543 2.449
26 H 5.316 -1.614 1.449
27 H 4.041 -3.285 -1.647
28 H 4.189 -2.927 -4.086
29 H 3.301 -0.775 -5.042
30 H 2.293 0.868 -3.488
31 C 0.647 4.773 1.447
32 N -0.598 4.031 1.459
33 C -0.915 3.608 2.809
34 C -1.691 4.783 0.873
35 C -1.588 4.981 -0.630
36 N -1.527 3.748 -1.385
37 C -1.071 3.965 -2.744
38 C -2.791 3.033 -1.383
39 H 0.570 5.713 2.026
40 H 0.938 5.029 0.428
41 H 1.440 4.162 1.879
42 H -1.112 4.468 3.478
43 H -0.080 3.033 3.213
44 H -1.802 2.975 2.799
45 H -1.775 5.783 1.344
46 H -2.621 4.265 1.115
47 H -0.698 5.568 -0.869
48 H -2.452 5.598 -0.948
49 H -1.768 4.604 -3.320
50 H -0.959 3.008 -3.256
51 H -0.097 4.462 -2.732
52 H -3.586 3.623 -1.880
53 H -3.116 2.823 -0.363
54 H -2.668 2.077 -1.889
55 I 1.021 -6.055 -4.135
56 C 0.444 -4.089 -3.764
57 C 0.163 -3.241 -4.825
58 C -0.182 -1.923 -4.564
59 C -0.280 -1.452 -3.259
60 C 0.002 -2.319 -2.211
61 C 0.375 -3.633 -2.457
62 C -0.667 -0.002 -2.992
63 O -0.142 0.872 -3.708
64 O -1.445 0.179 -2.025
65 H 0.226 -3.601 -5.844
66 H -0.367 -1.231 -5.376
67 H 0.000 -1.963 -1.184
68 H 0.624 -4.294 -1.636
69 C -4.464 1.710 2.552
70 C -4.428 0.378 1.819
71 As -2.636 -0.150 1.184
72 C -3.170 -1.821 0.302
73 C -4.048 -1.591 -0.919
74 C -1.904 -0.986 2.809
75 C -1.241 -0.004 3.761
76 H -5.489 2.024 2.765
77 H -4.002 2.502 1.958
78 H -3.933 1.674 3.501
79 H -5.054 0.436 0.925
80 H -4.827 -0.434 2.435
81 H -3.654 -2.450 1.055
82 H -2.241 -2.317 0.010
83 H -5.014 -1.153 -0.653
84 H -4.258 -2.533 -1.434
85 H -3.544 -0.927 -1.619
86 H -1.159 -1.704 2.453
87 H -2.699 -1.564 3.293
88 H -0.448 0.560 3.268
89 H -0.766 -0.520 4.596
90 H -1.948 0.716 4.173

Calculated values
* ΔE to the lowest compared entry with this formula, charge and spin: 22.67 kJ/mol
* charge: -1
* HOMO level: -4.5 eV
* LUMO: 2.0089 eV


Entry 3:
Density functional theory data (ωB97M-V/def2-TZVPD) for a structure of composition C32H46BrClOOsP4 in a non-equilibrium geometry.

Cartesian coordinates (Å):
1 P 2.588 0.741 0.766
2 C 3.966 0.286 1.919
3 C 5.133 -0.384 1.502
4 H 5.217 -0.760 0.475
5 C 6.211 -0.538 2.391
6 H 7.136 -1.003 2.026
7 C 6.114 -0.079 3.710
8 H 6.970 -0.184 4.389
9 C 4.924 0.527 4.139
10 H 4.852 0.896 5.158
11 C 3.848 0.685 3.264
12 H 2.918 1.141 3.600
13 C 3.135 -0.183 -0.738
14 C 2.794 -1.544 -0.837
15 H 2.124 -1.981 -0.095
16 C 3.330 -2.330 -1.859
17 H 3.105 -3.393 -1.899
18 C 4.179 -1.767 -2.824
19 H 4.616 -2.387 -3.616
20 C 4.482 -0.403 -2.754
21 H 5.156 0.055 -3.486
22 C 3.947 0.394 -1.730
23 H 4.187 1.461 -1.690
24 C 3.154 2.452 0.319
25 C 4.436 2.939 0.633
26 H 5.109 2.346 1.261
27 C 4.871 4.171 0.125
28 H 5.887 4.508 0.347
29 C 4.024 4.946 -0.674
30 H 4.380 5.894 -1.097
31 C 2.722 4.490 -0.935
32 H 2.064 5.082 -1.570
33 C 2.269 3.276 -0.406
34 H 1.234 2.956 -0.552
35 Os -2.391 -0.589 1.193
36 C -3.031 -0.717 -0.752
37 C -2.138 -0.666 -1.765
38 H -4.100 -0.848 -0.987
39 C -0.696 -0.440 -1.393
40 O -0.307 0.878 -1.866
41 H 0.653 1.010 -1.811
42 C -0.649 -0.468 0.085
43 H -0.044 -1.215 -1.814
44 C -0.371 -0.020 1.241
45 Cl -2.193 -0.427 3.604
46 P -3.614 1.449 1.475
47 P -2.523 -2.865 1.726
48 C -4.613 1.769 2.969
49 H -4.015 1.569 3.862
50 H -5.485 1.107 2.976
51 H -4.946 2.814 2.960
52 C -2.352 2.755 1.461
53 H -1.784 2.721 0.526
54 H -1.660 2.611 2.296
55 H -2.846 3.729 1.552
56 C -4.753 1.888 0.118
57 H -5.612 1.208 0.131
58 H -4.245 1.795 -0.848
59 H -5.102 2.921 0.249
60 C -3.644 -3.618 2.946
61 H -4.668 -3.654 2.565
62 H -3.628 -3.044 3.877
63 H -3.291 -4.639 3.134
64 C -2.873 -3.840 0.230
65 H -2.243 -3.491 -0.595
66 H -3.924 -3.710 -0.048
67 H -2.666 -4.900 0.427
68 C -0.908 -3.427 2.337
69 H -0.715 -2.972 3.313
70 H -0.116 -3.132 1.644
71 H -0.930 -4.520 2.431
72 P -2.752 -0.659 -3.467
73 C -4.384 -1.375 -3.571
74 C -1.576 -1.640 -4.393
75 H -5.118 -0.773 -3.023
76 H -4.390 -2.397 -3.174
77 H -4.658 -1.399 -4.634
78 H -0.556 -1.303 -4.172
79 H -1.797 -1.515 -5.460
80 H -1.681 -2.696 -4.109
81 C -2.760 1.053 -3.988
82 H -3.676 1.542 -3.631
83 H -2.723 1.069 -5.083
84 H -1.883 1.550 -3.552
85 H 0.284 0.370 2.009
86 Br -4.990 -1.160 1.541

Calculated values
* spin multiplicity: 5
* ΔE to the lowest compared entry with this formula, charge and spin: 0.00 kJ/mol
* charge: +2
* HOMO level (spin up / spin down): -9.7 / -12.7 eV
* <S²>: 6.036
* LUMO (spin up / spin down): -4.6700 / -9.0850 eV


Entry 4:
Density functional theory data (ωB97M-V/def2-TZVPD) for a structure of composition C32H46ClF5MnO2P4Te in a non-equilibrium geometry.

Cartesian coordinates (Å):
1 P 1.383 1.086 -2.587
2 C 3.093 1.489 -2.556
3 C 3.840 0.837 -3.552
4 H 3.393 0.037 -4.124
5 C 5.144 1.297 -3.784
6 H 5.710 0.806 -4.569
7 C 5.659 2.331 -3.028
8 H 6.678 2.675 -3.230
9 C 4.924 2.950 -2.009
10 H 5.337 3.750 -1.425
11 C 3.616 2.514 -1.753
12 H 3.014 2.970 -0.969
13 C 0.994 -0.560 -3.079
14 C 1.751 -1.664 -2.615
15 H 2.577 -1.515 -1.939
16 C 1.415 -2.933 -3.097
17 H 1.967 -3.784 -2.724
18 C 0.413 -3.074 -4.047
19 H 0.180 -4.065 -4.440
20 C -0.299 -1.983 -4.522
21 H -1.066 -2.076 -5.278
22 C -0.043 -0.703 -4.027
23 H -0.563 0.175 -4.386
24 C 0.261 2.358 -3.051
25 C 0.647 2.932 -4.274
26 H 1.556 2.583 -4.755
27 C -0.174 3.920 -4.825
28 H 0.125 4.331 -5.777
29 C -1.307 4.330 -4.149
30 H -1.925 5.118 -4.596
31 C -1.678 3.778 -2.922
32 H -2.559 4.112 -2.398
33 C -0.889 2.767 -2.362
34 H -1.163 2.326 -1.399
35 Mn 0.376 0.270 1.824
36 C -1.547 -1.080 1.776
37 C -1.910 -1.448 0.558
38 H -1.962 -1.374 2.692
39 C -1.133 -0.813 -0.599
40 O -2.103 -0.039 -1.412
41 H -1.666 0.385 -2.178
42 C -0.116 -0.017 -0.077
43 H -0.673 -1.590 -1.265
44 C 0.799 0.774 0.218
45 Cl 2.113 1.471 2.781
46 P -1.251 1.967 2.605
47 P 1.637 -1.714 2.340
48 C -0.783 3.086 3.978
49 H 0.297 3.079 4.038
50 H -1.207 2.701 4.924
51 H -1.167 4.108 3.765
52 C -1.541 3.141 1.218
53 H -2.260 2.710 0.512
54 H -0.584 3.312 0.708
55 H -1.923 4.104 1.618
56 C -2.956 1.442 3.044
57 H -2.896 0.851 3.972
58 H -3.359 0.831 2.236
59 H -3.605 2.332 3.212
60 C 2.544 -1.913 3.913
61 H 1.858 -2.310 4.669
62 H 2.861 -0.911 4.225
63 H 3.419 -2.578 3.771
64 C 0.802 -3.346 2.164
65 H 0.333 -3.412 1.170
66 H 0.016 -3.393 2.932
67 H 1.517 -4.184 2.295
68 C 2.996 -1.817 1.098
69 H 3.388 -0.801 0.955
70 H 2.601 -2.199 0.145
71 H 3.795 -2.481 1.480
72 P -3.285 -2.560 0.108
73 C -3.769 -3.480 1.531
74 C -2.594 -3.606 -1.177
75 H -4.026 -2.820 2.356
76 H -2.989 -4.158 1.847
77 H -4.655 -4.067 1.265
78 H -2.254 -3.012 -2.034
79 H -3.381 -4.307 -1.519
80 H -1.751 -4.179 -0.779
81 C -4.565 -1.508 -0.544
82 H -4.923 -0.838 0.220
83 H -5.424 -2.165 -0.883
84 H -4.180 -0.949 -1.378
85 H 1.659 1.554 0.350
86 F 0.678 1.258 6.005
87 Te -0.362 -0.340 6.135
88 F -1.416 -1.884 6.523
89 F -1.963 0.723 5.994
90 F 1.236 -1.300 6.579
91 F -0.464 0.067 7.997
92 O -0.294 -0.687 4.345

Calculated values
* spin multiplicity: 4
* ΔE to the lowest compared entry with this formula, charge and spin: 0.00 kJ/mol
* charge: +2
* HOMO level (spin up / spin down): -13.5 / -14.2 eV
* <S²>: 4.031
* LUMO (spin up / spin down): -6.5680 / -7.4952 eV


Entry 5:
Density functional theory data (ωB97M-V/def2-TZVPD) for a cluster of 8 separate species, C32H46F6O16 in total in a non-equilibrium geometry.

Cartesian coordinates (Å):
1 C -4.525 -1.472 -0.795
2 C -4.539 -1.983 0.627
3 O -3.995 -0.995 1.510
4 C -4.839 -0.189 2.156
5 O -6.025 -0.288 2.188
6 C -4.070 0.994 2.809
7 F -4.458 2.119 2.189
8 F -4.374 1.096 4.105
9 F -2.758 0.857 2.685
10 H -5.143 -2.125 -1.421
11 H -3.536 -1.521 -1.251
12 H -4.985 -0.486 -0.844
13 H -3.929 -2.877 0.749
14 H -5.546 -2.252 0.939
15 C 4.118 1.445 -0.557
16 C 4.346 1.027 0.874
17 O 5.204 1.994 1.499
18 C 4.873 2.413 2.704
19 O 3.928 2.084 3.358
20 C 5.900 3.410 3.280
21 F 6.950 3.573 2.487
22 F 5.336 4.630 3.420
23 F 6.295 3.010 4.471
24 H 3.416 0.785 -1.062
25 H 5.057 1.454 -1.115
26 H 3.684 2.444 -0.615
27 H 4.818 0.047 0.943
28 H 3.384 0.941 1.378
29 O 5.496 -1.928 -0.442
30 C 4.915 -1.899 -1.489
31 C 3.414 -2.013 -1.689
32 C 3.225 -1.880 -3.171
33 C 4.651 -1.817 -3.766
34 O 5.559 -1.862 -2.664
35 H 3.179 -3.000 -1.283
36 H 2.895 -1.307 -1.050
37 H 2.568 -2.627 -3.619
38 H 2.703 -0.962 -3.459
39 H 4.830 -2.598 -4.498
40 H 4.800 -0.831 -4.203
41 O 0.808 2.465 -1.178
42 C 0.485 1.426 -0.679
43 C -0.400 1.159 0.525
44 C -0.387 -0.372 0.611
45 C 0.112 -0.845 -0.748
46 O 0.895 0.254 -1.248
47 H 0.132 1.632 1.344
48 H -1.417 1.514 0.389
49 H 0.202 -0.738 1.456
50 H -1.366 -0.799 0.845
51 H 0.772 -1.703 -0.660
52 H -0.698 -1.084 -1.434
53 O -5.505 3.475 -2.898
54 C -4.396 3.586 -2.464
55 C -3.948 4.392 -1.244
56 C -2.419 4.267 -1.244
57 C -2.119 3.184 -2.320
58 O -3.354 2.893 -2.967
59 H -4.246 5.424 -1.404
60 H -4.389 3.963 -0.348
61 H -2.005 5.172 -1.690
62 H -1.950 4.051 -0.290
63 H -1.377 3.555 -3.022
64 H -1.741 2.252 -1.900
65 O -0.974 3.203 2.825
66 C -0.280 4.167 2.693
67 C -0.254 5.429 3.522
68 C 0.712 6.353 2.755
69 C 1.395 5.428 1.759
70 O 0.650 4.221 1.711
71 H -1.252 5.858 3.553
72 H 0.081 5.201 4.531
73 H 0.127 7.153 2.295
74 H 1.401 6.899 3.398
75 H 1.529 5.835 0.755
76 H 2.434 5.243 2.058
77 O 0.012 -3.881 -2.084
78 C -0.946 -3.872 -2.795
79 C -1.489 -5.041 -3.602
80 C -2.838 -4.502 -4.115
81 C -2.725 -2.991 -3.950
82 O -1.694 -2.762 -2.988
83 H -0.844 -5.315 -4.428
84 H -1.655 -5.803 -2.844
85 H -3.061 -4.786 -5.147
86 H -3.679 -4.972 -3.601
87 H -2.492 -2.460 -4.872
88 H -3.666 -2.569 -3.592
89 O -1.699 -6.501 1.534
90 C -0.818 -5.818 1.958
91 C 0.664 -5.943 1.640
92 C 1.322 -5.122 2.729
93 C 0.194 -4.226 3.281
94 O -1.030 -4.816 2.835
95 H 0.961 -6.988 1.677
96 H 0.835 -5.598 0.619
97 H 1.849 -5.711 3.482
98 H 2.148 -4.475 2.411
99 H 0.291 -4.132 4.359
100 H 0.278 -3.238 2.825

Calculated values
* HOMO level: -10.2 eV
* SMILES: CCOC(=O)C(F)(F)F.CCOC(=O)C(F)(F)F.O=C1CCCO1.O=C1CCCO1.O=C1CCCO1.O=C1CCCO1.O=C1CCCO1.O=C1CCCO1
* LUMO: 0.2890 eV


Respective calculated total energy values: -80259.8919; -127399.2008; -158148.7757; -139885.9093; -82996.7097 eV.